[1]
Formula: C9H20ClCuF4N3O8S4
Source: the Open Molecules 2025 dataset
Level of theory: ωB97M-V/def2-TZVPD

```
! wB97M-V def2-TZVPD RIJCOSX def2/J DEFGRID3
* xyz -1 1
H -17.14354 -0.17941 -19.38277
S -19.69290 5.20162 -19.78672
F -22.09765 3.90067 -21.53462
S -21.10636 3.67067 -22.80255
F -18.57409 5.36374 -21.02075
C -15.09103 1.40606 -24.37029
H -15.62259 -0.15170 -18.53252
H -14.03978 1.60718 -24.16404
C -17.18207 0.95206 -17.50531
H -15.25568 0.44083 -23.89143
H -18.19183 2.83170 -17.05541
H -16.77221 3.47520 -21.92874
H -16.52820 2.80541 -16.99792
F -18.23519 1.35614 -22.67842
O -19.60854 2.02672 -24.52288
H -16.95434 3.86155 -19.09186
C -16.18142 2.30438 -23.67294
O -18.14262 3.54946 -23.30048
H -18.12916 2.61729 -19.62794
Cl -19.34449 0.33486 -19.91388
O -20.86939 5.78969 -20.37864
N -19.66321 3.74240 -19.70135
C -16.42122 1.47710 -21.17069
C -17.34690 2.40462 -17.59559
S -19.13997 2.51922 -23.24552
H -14.85074 3.47701 -19.33098
H -15.54975 0.84628 -21.34597
N -20.11176 2.51078 -22.05377
C -16.08328 2.64533 -22.08618
S -20.77715 3.68362 -18.31278
O -20.19327 3.19041 -17.03805
H -16.02584 3.16718 -24.32061
O -22.13526 3.09459 -23.66164
O -20.61632 4.94444 -23.24111
O -21.79506 4.73602 -18.11857
H -14.25686 1.93610 -20.05160
O -19.07214 5.84921 -18.63173
H -17.31758 0.90391 -21.40756
H -14.49916 1.90808 -18.36024
C -16.50070 0.44988 -18.76725
F -21.64069 2.48552 -18.99897
H -18.19027 0.58102 -17.32104
C -17.22256 2.80578 -19.05290
H -17.13735 1.85630 -23.94403
H -16.65282 0.58090 -16.62766
H -15.18342 3.22418 -21.87810
Cu -19.84368 2.51396 -20.48190
C -14.86411 2.38893 -19.26782
N -16.25435 1.73928 -19.64535
H -15.24039 1.51127 -25.44487
*
```

Values from the calculation:
- ΔE to the lowest compared entry with this formula, charge and spin (kcal/mol) = 250.49
- gap between HOMO and LUMO (Ha) = 0.286
- max |F| (eV/A) = 15.8

***

[2]
Formula: C5H8N2
Source: the Open Molecules 2025 dataset
Level of theory: ωB97M-V/def2-TZVPD

```
! wB97M-V def2-TZVPD RIJCOSX def2/J DEFGRID3
* xyz 0 1
C -0.10394 0.05077 0.03264
C 1.01214 -0.37734 -0.88651
C -0.21678 1.57414 0.12325
H 2.02912 -1.57632 1.81878
N 1.91023 -1.02972 -0.25714
N 0.34387 -0.49015 1.29756
H -1.34119 -1.64784 -0.48830
H 1.06441 -0.17218 -1.94128
C -1.44655 -0.57136 -0.36053
C 1.45164 -1.07388 1.06631
H -0.92692 1.82607 0.90258
H -2.16470 -0.38217 0.43425
H -1.80137 -0.13210 -1.29152
H 0.74715 2.01614 0.37207
H -0.55711 1.98592 -0.82216
*
```

Values from the calculation:
- ΔE to the lowest compared entry with this formula, charge and spin (kcal/mol) = 14.23
- gap between HOMO and LUMO (Ha) = 0.395
- max |F| (eV/A) = 1.1

***

[3]
Formula: C27H44N3O5Si4W
Source: the Open Molecules 2025 dataset
Level of theory: ωB97M-V/def2-TZVPD

```
! wB97M-V def2-TZVPD RIJCOSX def2/J DEFGRID3
* xyz 1 3
H 1.63325 2.85766 -3.44148
H -3.97532 -2.56797 -3.64468
H 2.17127 -4.78531 -2.06629
H 2.16425 -3.07256 -2.47845
N -0.72068 1.72753 -1.57189
H 0.39070 -4.24812 1.01588
C 0.44134 -0.82569 3.23324
H -0.22729 -5.97276 -2.48359
H -2.72597 -0.67418 2.09418
H 1.10334 -0.60917 -5.38389
C -2.58141 3.23060 -1.73272
C -0.64763 -4.98456 -2.69169
H 0.84457 -0.93594 4.23537
H 0.80295 -2.68434 2.08844
C -0.54820 3.72374 -2.86678
C -0.93564 -0.03317 3.22565
H -3.09292 -3.49530 0.60906
C 0.00378 -2.15656 2.59408
H 3.71970 2.26325 -3.48958
C 1.48200 -0.11179 2.39399
H -2.25195 4.99770 -2.92982
H -3.81806 -1.96288 1.08693
H 2.44234 -3.58677 -0.80284
H -1.23484 0.27461 4.22300
H -1.30507 -4.47731 0.59481
H -2.40346 -1.80440 4.58235
H -1.73454 -5.07496 -2.68507
O -0.58622 2.30301 2.79028
H -0.32822 -3.02583 4.56533
C -1.99564 2.09049 -1.27238
H -3.50232 -4.01881 -2.76519
H -5.26077 -0.57835 -1.83611
C -2.14927 -2.20406 3.60086
C -0.02128 2.52739 -2.36892
H -2.97293 -2.82523 3.25592
H -4.28926 0.22197 -0.60146
C -4.23464 -0.34569 -1.53564
O 1.36253 -0.36508 1.05129
C -0.28101 -4.62280 0.24398
C 4.08318 -0.58978 -1.72404
H -1.74669 0.98396 -3.66531
C -0.80823 -2.98046 3.58797
H 1.35007 -2.24609 -4.76724
H -5.04925 -3.23920 -2.41881
H -2.60680 -2.75962 -5.04856
H -1.36227 -2.23041 -6.17830
H -1.22866 0.71358 -5.32881
C 1.87023 -3.79486 -1.71185
H -0.93929 -3.99531 3.21844
C 3.48488 1.41446 -2.86010
H 5.44604 0.59006 -2.91250
C -1.53672 -2.60997 -5.16532
C 2.18494 1.26468 -2.36632
C -1.70930 0.24659 -4.46145
H -3.60250 3.45526 -1.46141
C -1.86112 -1.09011 2.59695
H -3.80872 0.29888 -2.30967
O -1.03708 0.97682 1.03913
C 4.43567 0.48636 -2.53814
W 0.11482 0.21396 -0.34937
H 4.79218 -1.35778 -1.45191
H 1.64600 -0.86698 -3.72609
H -2.53596 1.40622 -0.64645
C -4.00109 -3.05370 -2.67036
C -1.83022 4.07637 -2.54884
C 2.80141 -0.66094 -1.26888
N 1.25021 2.18928 -2.79430
C -0.83139 1.21633 2.36961
C -3.77931 -2.70710 0.29227
O -0.98821 -1.72482 1.63944
H 2.48119 -1.47207 -0.64249
N 1.84668 0.25766 -1.56980
H -0.34263 -4.69950 -3.69628
Si -0.82274 -1.34712 -3.99604
H -0.10902 -5.69891 0.14618
O 2.32298 0.61406 2.81984
H -4.77616 -3.14803 0.19771
H 0.06753 4.35395 -3.49578
Si 0.01907 -3.81290 -1.40820
C 0.98710 -1.24826 -4.50102
H -1.06123 -3.58455 -5.09394
H -2.74459 0.02430 -4.73971
Si -0.95692 -1.66223 -1.61867
Si -3.29219 -1.95602 -1.34370
*
```

Values from the calculation:
- ΔE to the lowest compared entry with this formula, charge and spin (kcal/mol) = 21.78
- gap between HOMO and LUMO (alpha / beta) (Ha) = 0.221 / 0.263
- max |F| (eV/A) = 2.8

***

[4]
Formula: C20H43Cl2F3O2P2Re
Source: the Open Molecules 2025 dataset
Level of theory: ωB97M-V/def2-TZVPD

```
! wB97M-V def2-TZVPD RIJCOSX def2/J DEFGRID3
* xyz 0 4
H 0.31668 -3.23796 -2.53954
C -2.51881 -4.03933 -1.80824
H 2.07165 5.24531 -0.39687
C -1.09946 5.01250 -1.87224
C -1.71986 3.58692 1.43474
H 3.47025 4.85895 -1.43322
C 0.61884 3.37312 2.34753
C -2.16632 -2.59911 -1.44861
C -2.23802 -3.37446 1.82241
P 0.34736 3.43576 -0.51006
C 2.11138 3.16238 -0.92849
C -3.31757 -1.82170 -0.79741
C -2.01914 2.59521 -2.02424
H -2.63178 -4.63908 -0.89030
Cl -1.00740 -0.48271 2.30162
C 2.59209 -1.02554 1.74092
H -2.26471 -2.29755 2.08557
F 3.10059 0.95617 3.07803
H -0.20436 5.60115 -1.60454
H 3.57913 1.65145 -0.35587
H 3.85665 3.21806 0.44199
H -2.26144 -3.92903 2.77139
H 1.11665 -5.14323 -0.22648
C 0.25754 -3.57950 2.12796
C -0.23372 3.95667 1.18973
H 1.33193 -5.42272 -1.98874
H -0.95134 -4.81464 0.80044
H 2.15023 -1.87893 -1.76449
C 2.40749 4.63684 -1.25583
H -1.83564 5.15319 -1.06444
C -0.91718 -3.76060 1.13657
H -0.11161 5.08498 1.19724
H 0.11843 -4.36470 2.88630
H -0.96722 0.18129 -0.24623
C 3.07527 2.52074 0.09018
H -0.18036 3.26700 -2.87259
Re 0.14039 -0.86865 0.31322
H -3.46951 -4.04104 -2.35616
H -0.30696 -5.42669 -1.27957
O 2.98792 -2.15854 1.50367
H 1.82763 4.95561 -2.13263
H -2.05193 4.03620 2.38786
Cl 0.61793 -0.33489 -1.94099
H -2.67297 2.92543 -2.85525
H 1.25754 -3.68584 1.67804
H -3.11331 -3.61415 1.20909
C 2.94409 -0.39704 3.12715
C 0.68709 -4.96762 -1.22653
C 0.66577 -3.46963 -1.51615
H 2.47768 -2.91758 -0.33915
H 2.10654 2.48920 -1.80745
F 1.94567 -0.64671 4.01773
H -1.72674 1.55281 -2.19985
H 1.67902 3.64203 2.26869
H -1.82517 -2.02577 -2.33030
H -1.50090 5.41515 -2.81474
F 4.08293 -0.91587 3.62072
H -1.85298 2.49047 1.51595
H -2.61059 2.61430 -1.10065
O 1.86648 -0.22753 1.02548
H -3.91129 -2.47137 -0.14068
H 0.22254 -2.60561 2.64793
H -1.73379 -4.47570 -2.43589
H 0.54013 2.26994 2.40430
H 0.25521 3.77070 3.31383
H -2.96215 -0.94438 -0.23663
C -0.76690 3.50505 -1.95614
H 2.72968 -3.52821 -2.00640
H -3.96243 -1.45889 -1.61037
H -2.40067 3.95647 0.65456
C 2.08634 -2.90368 -1.36907
H 2.52564 2.12040 0.95095
P -0.65414 -2.74521 -0.40877
*
```

Values from the calculation:
- ΔE to the lowest compared entry with this formula, charge and spin (kcal/mol) = 0.00
- gap between HOMO and LUMO (alpha / beta) (Ha) = 0.207 / 0.172
- max |F| (eV/A) = 5.7